ORCA calculation (the ωB97M-V functional and the def2-TZVPD basis) on a 4-piece molecular cluster, C27H64N4O5P overall.

Computed properties:
E: -2003.56453 a.u.
Net charge: -1

Last column: Mulliken charge in e.
Cartesian coordinates (Å):
C: 3.335 -6.873 8.233  -0.35
H: 1.356 -9.422 5.889  0.40
H: 1.378 -5.119 6.052  0.30
H: 4.070 -7.364 7.588  0.27
O: -1.257 5.654 -2.898  -0.38
H: -1.464 -2.212 -1.701  0.46
C: -1.230 1.851 -1.858  -0.70
H: 1.847 -4.419 0.442  0.26
C: -6.320 5.526 -1.829  -0.91
H: 2.561 -2.212 1.670  0.38
H: -6.780 6.209 -0.975  0.37
H: 2.974 -8.834 6.267  0.26
H: 3.862 2.421 -3.262  0.27
H: 4.556 0.812 -3.116  0.49
H: 1.035 1.072 -4.263  0.28
H: -0.847 7.799 -0.471  0.28
H: -1.378 1.650 -0.691  0.27
H: -6.858 3.660 -2.545  0.28
H: -1.232 -1.213 0.433  0.34
C: 1.598 3.005 -4.974  -0.74
H: -2.441 3.760 -1.548  -0.07
H: -0.174 -4.015 1.392  0.29
O: -2.442 3.247 -3.724  -0.42
H: 1.046 -8.178 7.879  0.39
H: -1.240 0.796 -2.373  0.25
C: -1.468 7.069 -2.561  -0.22
C: 0.677 -3.335 3.242  -1.32
C: 3.619 1.354 -3.296  -0.58
C: 2.329 -3.537 0.011  -1.06
H: 3.617 -4.615 4.951  0.33
H: 4.310 -6.003 5.788  0.32
H: -4.596 7.012 -1.704  0.14
H: 2.423 -0.041 -2.128  0.20
H: 2.614 -4.463 7.068  0.32
H: -1.073 -2.741 2.203  0.43
H: -3.462 2.209 -2.160  0.29
H: 5.552 2.249 -6.668  0.40
H: 3.190 1.243 -1.183  0.56
H: 2.044 3.489 -4.101  0.23
P: -2.533 5.001 -3.883  0.87
H: -7.936 4.673 0.055  0.21
H: 0.808 -2.411 3.817  0.30
H: -6.822 5.901 -2.844  0.27
C: 3.375 -5.579 5.413  -0.94
H: -1.593 6.050 -0.509  0.20
C: -0.062 -3.070 1.932  -0.37
H: 0.191 -2.796 -1.748  0.21
H: -0.993 -3.556 -0.663  0.32
H: 0.159 -0.711 -0.479  0.07
C: 1.967 -8.517 5.982  -0.94
C: 4.668 2.378 -6.033  -0.96
H: 1.771 1.613 -2.159  -0.31
C: 2.341 -5.370 6.515  -0.67
H: 4.982 2.946 -5.153  0.27
C: -2.461 2.841 -2.306  0.12
H: 3.318 -5.218 9.648  0.33
H: 2.332 -1.396 0.163  0.08
H: 4.466 -5.005 8.307  0.29
H: 3.412 -3.699 0.064  0.40
H: 2.024 3.451 -5.875  0.27
C: -0.295 -1.587 -0.001  -0.33
N: 2.149 -6.453 7.481  0.12
C: 4.093 1.012 -5.673  -0.68
H: -0.171 2.392 -1.938  0.01
H: 1.659 -3.785 3.074  0.21
H: 0.100 -4.032 3.859  0.44
C: -4.269 5.724 -3.556  -0.75
H: 0.529 3.251 -4.972  0.22
O: -9.930 4.498 -1.836  -0.73
C: 2.689 1.022 -2.131  -0.67
H: 3.956 2.978 -6.603  0.23
H: -2.776 7.513 -0.614  0.21
H: 3.682 0.553 -6.580  0.35
C: -1.711 7.155 -0.942  -0.76
N: 3.090 0.960 -4.605  0.12
C: -4.686 5.853 -1.977  0.28
H: 2.009 -8.063 4.990  0.21
O: -9.157 2.134 -1.947  -0.67
C: 1.772 1.490 -4.960  -0.68
C: 4.021 -5.736 8.986  -1.38
N: -6.525 4.043 -1.611  -0.30
H: -7.337 2.852 0.049  0.23
H: 4.829 -6.138 9.607  0.43
C: 1.338 -7.579 7.006  -0.68
C: -0.651 -2.604 -1.080  -1.14
O: -2.215 5.296 -5.436  -0.76
H: -4.064 5.185 -1.241  0.09
H: 3.033 -7.613 8.985  0.44
C: 1.968 -2.251 0.748  -0.39
H: 0.392 -7.199 6.601  0.34
H: -2.259 7.628 -3.217  0.26
H: 2.069 -3.481 -1.048  0.28
H: 4.928 0.359 -5.385  0.41
H: -0.428 7.619 -2.770  0.33
H: 1.469 1.091 -5.937  0.34
H: -4.259 6.829 -4.007  0.27
C: -7.645 3.764 -0.633  -0.31
H: 2.993 -6.224 4.619  0.22
H: -5.107 5.156 -4.189  0.37
C: -8.990 3.407 -1.531  0.36
N: 0.563 -2.039 1.099  0.19

***

ORCA calculation (the ωB97M-V functional and the def2-TZVPD basis) on a 9-piece molecular cluster, C27H66ClN2O13S8 overall.

Computed properties:
E: -5801.06248 a.u.
Net charge: +1

Last column: Mulliken charge in e.
Cartesian coordinates (Å):
S: -3.696 -6.891 5.488  0.44
C: -4.718 -3.487 2.860  -0.66
O: -6.130 2.205 -6.405  -0.61
H: 6.891 -0.326 1.805  0.29
C: -3.112 -1.445 2.220  -0.72
O: -2.546 1.242 0.659  -0.50
H: -4.148 -4.895 6.754  0.26
C: -5.040 -0.160 -6.974  -0.77
S: 8.463 1.163 -5.866  0.51
S: -8.720 -1.158 1.881  0.47
H: -4.499 -0.656 -0.818  0.21
H: -7.194 -0.753 -2.383  0.27
C: 4.572 9.888 -0.277  -0.86
S: -5.433 1.510 -7.531  0.47
H: -4.105 -4.074 2.174  0.31
Cl: 4.353 4.667 -0.847  -0.18
H: -6.438 0.760 -1.800  0.35
H: -10.097 -1.317 3.843  0.39
H: -3.957 -1.005 1.690  0.29
C: 6.044 0.137 -1.746  -0.32
N: 3.539 2.838 1.461  -0.65
H: 9.523 -0.061 -7.638  0.36
H: -5.333 -8.491 6.162  0.32
H: -11.069 -1.385 1.437  0.40
C: -4.551 -1.375 -1.637  -0.94
H: -0.813 0.186 -1.513  0.32
H: 6.379 0.238 -2.844  0.14
H: -5.935 -0.642 -6.580  0.27
O: 3.909 8.164 1.648  -0.61
H: 3.274 7.514 -1.062  0.10
H: 5.214 -0.647 -1.726  0.23
C: 5.640 -0.759 5.792  -0.94
H: 3.529 -3.742 5.466  0.33
O: -4.456 -6.358 4.317  -0.56
C: 1.196 0.341 0.773  -0.77
H: -2.602 -2.168 1.580  0.38
H: 5.189 9.109 -0.730  0.26
O: 2.259 3.573 -1.825  -0.59
H: 5.986 1.668 -0.094  0.29
H: 2.935 -0.465 -0.965  0.53
H: -2.415 -0.655 2.503  0.08
H: -4.392 -7.902 7.553  0.36
H: 3.200 -2.124 6.131  0.31
C: 3.338 3.153 -0.939  0.36
H: 4.483 -3.146 6.845  0.39
H: 1.621 -0.273 1.652  0.26
H: -8.365 -1.489 4.217  0.30
C: -3.258 -5.487 6.533  -0.76
H: 2.150 8.865 -1.398  0.40
H: -10.081 -1.609 -0.026  0.29
H: -3.583 -1.865 -1.749  0.33
H: 2.606 3.730 -2.731  0.41
H: -5.684 -6.885 6.846  0.29
H: 4.128 10.514 -1.052  0.34
H: 5.189 10.504 0.376  0.32
C: -6.555 0.089 -2.653  -0.92
C: 8.292 -0.461 -5.095  -0.69
H: -6.239 0.403 -9.504  0.34
H: 9.203 -1.040 -5.258  0.42
O: -2.532 -3.000 4.310  -0.64
O: -5.158 -1.547 -4.229  -0.65
C: 5.599 1.567 -1.163  -0.44
N: 2.223 1.251 0.159  0.26
O: -1.457 -0.118 -0.836  -0.45
H: 3.801 1.675 -2.456  0.35
H: -7.005 0.635 -3.483  0.34
C: 6.624 -1.456 -0.113  0.56
C: 2.507 2.694 0.362  -0.11
H: 6.366 -0.156 5.245  0.29
C: -10.162 -1.841 1.036  -0.98
S: -4.936 -0.510 -3.176  0.58
H: 7.433 -0.986 -5.517  0.32
H: 6.090 2.362 -1.839  0.37
C: 3.978 -2.859 5.921  -1.02
H: -2.807 -5.848 7.459  0.40
H: -5.162 -4.149 3.604  0.28
C: 3.025 0.646 -0.736  -0.41
S: 5.182 -2.171 4.766  0.50
H: -4.638 -0.738 -7.808  0.43
C: 2.529 8.186 -0.632  -0.73
H: -5.315 -2.126 -1.430  0.41
O: 6.333 -2.575 -0.607  -0.53
H: 7.744 -0.037 -7.824  0.30
H: 3.225 2.341 2.315  0.23
C: -1.438 0.712 0.311  0.38
H: -7.488 0.463 -8.223  0.30
H: -5.512 -2.975 2.312  0.22
H: -0.070 2.212 1.202  0.30
O: 4.419 -1.643 3.590  -0.60
H: 8.706 1.406 -8.227  0.33
C: 6.421 -1.321 1.486  -0.66
H: -4.290 -0.094 -6.187  0.17
C: -6.694 1.019 -8.726  -0.91
C: -4.896 -7.609 6.630  -0.93
O: 7.132 -0.367 -0.904  -0.38
H: -0.419 0.754 2.286  0.32
C: 8.623 0.550 -7.556  -0.93
O: 7.139 1.852 -5.760  -0.62
H: 6.091 -1.114 6.720  0.39
C: -0.167 1.065 1.208  -0.29
S: 3.264 9.137 0.714  0.50
H: 4.758 -0.155 6.009  0.30
H: 1.702 7.600 -0.229  0.29
H: 3.650 3.831 1.716  0.27
H: -10.194 -2.923 1.170  0.31
H: 6.930 -2.190 2.038  0.36
H: 5.323 -1.355 1.787  0.19
C: -9.157 -1.771 3.522  -0.96
H: -7.113 1.919 -9.176  0.32
H: 0.928 -0.444 -0.026  0.54
H: 8.141 -0.322 -4.024  0.06
H: -9.252 -2.858 3.501  0.31
O: -7.524 -1.927 1.420  -0.57
S: -3.696 -2.272 3.714  0.46
H: 1.679 3.393 0.710  0.39
H: -2.537 -4.869 5.996  0.18
C: 4.019 1.759 -1.320  -0.08

***

no.,LUMO level (eV),strongest force on any atom (eV Å⁻¹),HOMO energy (eV)
1,1.830,7.56,-4.4
2,-4.657,6.06,-9.8